# C62H48F2MnNP3SSi

C62H48F2MnNP3SSi as an isolated structure (wB97M-V/def2-TZVPD, the Open Molecules 2025 dataset).

Calculated values
HOMO energy (alpha / beta) in eV: -9.5 / -9.8
Energy in eV: -149891.031
⟨S²⟩: 6.24
LUMO (alpha / beta) in eV: -2.57 / -2.59
2S+1: 5
Charge: +1

Each line ends with the Löwdin spin population.
Positions of all 119 atoms, in Å:
Mn: -0.14 -0.13 -0.45  4.09
C: 4.92 -1.34 3.78  0.00
C: 4.02 -0.31 3.59  0.00
C: 3.20 -0.32 2.47  0.00
C: 3.26 -1.36 1.56  0.00
C: 4.18 -2.40 1.75  0.00
C: 5.00 -2.38 2.87  0.00
P: 2.08 -1.38 0.19  0.02
C: 3.03 -1.96 -1.24  0.00
C: 4.10 -1.14 -1.63  0.00
C: 4.88 -1.46 -2.72  0.00
C: 4.61 -2.61 -3.45  0.00
C: 3.54 -3.42 -3.10  0.00
C: 2.75 -3.10 -2.00  0.00
C: 0.78 -2.61 0.64  0.00
C: 1.08 -4.08 0.76  0.00
C: 0.18 -4.93 1.26  0.00
C: -1.13 -4.55 1.78  0.00
C: -1.95 -3.59 1.34  0.00
C: -1.81 -2.75 0.11  0.00
Si: -2.33 -0.92 0.18  -0.10
C: -2.93 -0.46 1.92  -0.02
C: -4.20 -0.89 2.32  0.00
C: -4.74 -0.54 3.55  0.00
C: -4.01 0.26 4.42  0.00
C: -2.73 0.65 4.07  0.00
C: -2.18 0.28 2.84  0.00
P: -0.38 0.61 2.56  0.02
C: 0.29 0.03 4.16  0.01
C: 0.73 0.81 5.22  0.00
C: 1.24 0.22 6.37  0.00
C: 1.29 -1.16 6.49  0.00
C: 0.82 -1.95 5.45  0.00
C: 0.32 -1.36 4.30  0.00
C: -0.31 2.44 2.59  0.00
C: 0.73 3.14 3.06  0.00
C: 0.77 4.61 3.01  0.00
C: -0.20 5.31 2.41  0.00
C: -1.31 4.67 1.65  0.00
C: -1.44 3.14 1.83  0.00
C: -3.48 -0.35 -1.21  -0.02
C: -4.86 -0.34 -1.02  0.00
C: -5.74 0.06 -2.02  0.00
C: -5.25 0.46 -3.25  0.00
C: -3.88 0.47 -3.47  0.00
C: -2.99 0.08 -2.47  0.00
P: -1.20 0.16 -2.85  0.03
C: -0.87 -1.20 -4.00  0.00
C: -1.85 -2.08 -4.43  0.00
C: -1.51 -3.16 -5.24  0.00
C: -0.20 -3.36 -5.63  0.00
C: 0.79 -2.48 -5.19  0.00
C: 0.46 -1.42 -4.38  0.00
C: -1.08 1.68 -3.84  0.01
C: -0.57 1.69 -5.14  0.00
C: -0.48 2.88 -5.85  0.00
C: -0.91 4.07 -5.29  0.00
C: -1.43 4.07 -4.00  0.00
C: -1.51 2.88 -3.28  0.00
H: 5.57 -1.34 4.65  0.00
H: 3.96 0.51 4.30  0.00
H: 2.49 0.49 2.31  0.00
H: 4.26 -3.20 1.03  0.00
H: 5.71 -3.18 3.02  0.00
H: 4.33 -0.25 -1.05  0.00
H: 5.71 -0.82 -3.00  0.00
H: 5.22 -2.87 -4.31  0.00
H: 3.31 -4.30 -3.67  0.00
H: 1.90 -3.72 -1.76  0.00
H: 2.05 -4.45 0.48  0.00
H: 0.46 -5.97 1.37  0.00
H: -1.47 -5.14 2.62  0.00
H: -2.88 -3.46 1.89  0.00
H: -4.78 -1.54 1.68  0.00
H: -5.72 -0.89 3.82  0.00
H: -4.43 0.55 5.37  0.00
H: -2.13 1.22 4.77  0.00
H: 0.68 1.89 5.17  0.00
H: 1.58 0.84 7.19  0.00
H: 1.68 -1.62 7.39  0.00
H: 0.83 -3.03 5.54  0.00
H: -0.07 -2.00 3.51  0.00
H: 1.56 2.64 3.54  0.00
H: 1.58 5.11 3.50  0.00
H: -0.17 6.39 2.41  0.00
H: -2.26 5.13 1.93  0.00
H: -2.37 2.93 2.36  0.00
H: -5.28 -0.64 -0.07  0.00
H: -6.81 0.05 -1.83  0.00
H: -5.92 0.77 -4.04  0.00
H: -3.50 0.81 -4.42  0.00
H: -2.88 -1.95 -4.12  0.00
H: -2.29 -3.85 -5.56  0.00
H: 0.06 -4.20 -6.26  0.00
H: 1.82 -2.64 -5.48  0.00
H: 1.25 -0.76 -4.02  0.00
H: -0.25 0.77 -5.60  0.00
H: -0.09 2.87 -6.86  0.00
H: -0.85 4.99 -5.85  0.00
H: -1.79 4.99 -3.55  0.00
H: -1.94 2.90 -2.29  0.00
S: -1.14 5.12 -0.12  0.00
C: -1.53 2.34 0.53  0.01
N: -0.59 2.09 -0.29  0.02
C: 0.54 2.94 -0.44  0.00
C: 1.77 2.38 -0.77  0.01
C: 2.85 3.18 -1.07  0.00
C: 2.72 4.56 -1.09  0.00
C: 1.49 5.13 -0.78  0.00
C: 0.40 4.33 -0.45  0.00
H: -2.43 1.75 0.42  0.00
H: 1.90 1.30 -0.79  0.01
H: 3.80 2.72 -1.32  0.00
H: 3.56 5.19 -1.34  0.00
H: 1.37 6.20 -0.78  0.00
F: -0.09 -2.54 -1.57  0.00
C: -0.39 -2.22 -0.24  -0.11
F: -2.34 -3.45 -0.98  0.00
H: 0.50 -2.25 1.64  0.00